1.
The following is a DFT calculation (ωB97M-V/def2-TZVPD) of the molecule C24H28F3NO6.

```
62
Properties=species:S:1:pos:R:3:forces:R:3:lowdin_charge:R:1
C 0.481 1.869 3.709 -0.050 0.675 0.657 -0.079
C -0.487 3.008 3.361 0.283 0.179 -0.334 -0.215
C -0.651 3.292 1.834 -0.246 -1.004 1.136 -0.110
C -0.705 2.005 1.075 -0.323 0.193 -0.128 -0.108
C 0.253 1.526 0.276 0.158 0.290 0.119 -0.070
C 1.534 2.292 0.046 -0.370 -0.439 -0.678 -0.110
C 2.371 1.866 -1.175 0.588 0.762 0.004 -0.175
C 3.836 1.633 -0.814 -0.102 -0.663 0.322 -0.169
C 4.062 0.598 0.287 0.197 -0.270 -0.474 -0.125
N 4.272 -0.762 -0.220 -0.103 2.027 0.592 -0.106
C 3.933 -1.321 -1.407 -0.366 0.891 -0.087 -0.115
C 4.321 -2.602 -1.344 -0.002 -1.944 -1.342 -0.121
C 4.926 -2.845 -0.114 0.167 -0.601 0.176 -0.100
C 4.879 -1.670 0.554 0.538 -0.703 0.986 -0.127
C 0.025 0.198 -0.328 0.466 -0.936 -0.321 -0.255
O 0.927 -0.572 -0.624 -0.293 0.490 0.164 0.122
C -1.377 -0.256 -0.570 -0.578 0.257 0.070 -0.079
C -1.607 -1.244 -1.662 0.667 -0.118 0.091 -0.061
C -1.403 -0.683 -3.066 -0.124 -0.708 -0.099 -0.251
O -1.804 -1.627 -4.032 0.048 -0.015 -0.179 0.028
C -2.158 0.613 -3.321 0.055 -0.355 -0.093 -0.603
F -2.292 0.824 -4.617 0.059 0.293 -0.626 0.179
F -1.502 1.650 -2.795 0.291 0.449 0.304 0.163
F -3.392 0.616 -2.800 -0.377 -0.117 0.277 0.159
C -2.332 0.214 0.226 0.045 0.683 0.215 -0.079
C -3.775 -0.155 0.208 -0.250 -1.694 0.687 -0.002
C -3.981 -1.333 1.187 1.109 0.507 1.455 -0.386
O -3.282 -1.485 2.163 -1.046 -0.199 -1.340 0.157
O -5.055 -2.171 0.912 0.912 0.064 -0.441 0.110
C -4.765 -3.481 0.557 -1.359 -1.223 -0.324 -0.451
C -3.350 -3.999 0.545 -0.057 0.006 0.378 0.031
O -5.690 -4.188 0.235 0.795 0.972 0.385 0.124
C -1.953 1.216 1.270 -0.198 -0.176 0.263 -0.254
O -2.681 1.397 2.227 0.053 0.207 -0.425 0.137
H -0.058 0.987 4.027 -0.028 -0.396 -0.326 0.077
H 1.204 1.648 2.932 -0.010 -0.193 -0.244 0.055
H 1.059 2.177 4.576 0.158 -0.051 0.147 0.069
H -1.450 2.806 3.808 -0.191 -0.049 -0.027 0.093
H -0.131 3.935 3.800 0.065 0.156 0.109 0.099
H -1.617 3.772 1.714 0.044 0.438 -0.187 0.124
H 0.174 3.922 1.542 0.037 0.204 -0.404 0.104
H 2.113 2.302 0.962 0.254 -0.098 0.155 0.108
H 1.241 3.322 -0.117 -0.085 0.276 0.072 0.114
H 2.380 2.708 -1.863 -0.148 0.080 -0.251 0.110
H 1.961 1.032 -1.726 -0.060 -0.191 0.124 0.086
H 4.300 2.561 -0.498 -0.081 0.294 0.114 0.112
H 4.408 1.300 -1.676 0.019 0.075 -0.240 0.112
H 3.266 0.560 1.026 -0.255 0.124 -0.048 0.114
H 4.964 0.865 0.825 0.218 -0.015 0.126 0.120
H 3.455 -0.783 -2.195 -0.211 0.234 -0.124 0.112
H 4.188 -3.340 -2.112 -0.045 -0.046 -0.261 0.093
H 5.331 -3.772 0.225 0.185 -0.257 0.163 0.090
H 5.260 -1.467 1.533 -0.034 0.398 0.248 0.116
H -0.875 -2.040 -1.530 0.163 -0.123 -0.109 0.142
H -2.580 -1.717 -1.606 -0.374 0.169 0.075 0.112
H -0.347 -0.496 -3.246 0.163 0.318 0.085 0.165
H -2.282 -2.345 -3.613 -0.124 -0.072 0.056 0.098
H -4.395 0.638 0.608 -0.149 0.310 -0.144 0.142
H -4.121 -0.489 -0.759 -0.160 0.281 -0.277 0.114
H -2.846 -3.732 -0.376 0.146 0.318 -0.166 0.080
H -3.418 -5.076 0.552 -0.169 -0.254 -0.058 0.093
H -2.763 -3.702 1.404 0.081 0.286 0.001 0.085
```
Forces are in eV/Å.

Summary:
**Molecular weight**: 483.5 g mol⁻¹
**2S+1**: 1
**Total charge**: 0
**HOMO-LUMO gap**: 6.7327 eV
**HOMO level**: -0.2988 Eh
**E**: -47269.165 eV

2.
The following is a DFT calculation (ωB97M-V/def2-TZVPD) of a structure of composition C26H48ClPPd.

```
77
Properties=species:S:1:pos:R:3:forces:R:3:mulliken_spin:R:1
Pd 1.672 -0.149 1.167 -1.071 0.173 -0.211 1.253
P -0.175 0.607 -2.394 0.088 -0.237 -0.851 -0.070
Cl 1.187 2.070 0.375 0.222 0.027 0.360 0.192
C -0.824 -0.297 -1.046 0.530 3.453 1.806 0.566
H -1.652 -0.884 -1.389 -0.379 0.055 0.201 -0.034
H -0.885 0.283 -0.023 -0.142 -1.279 -2.335 -0.016
C 1.676 0.813 -2.540 -0.073 0.519 0.213 0.000
C -0.844 2.323 -2.542 0.420 0.120 0.585 0.035
C 2.269 1.043 -3.961 -0.235 -0.280 -0.157 0.008
H 1.834 1.723 -1.935 0.027 -0.207 -0.332 0.001
C 3.768 1.383 -3.901 -0.020 0.034 0.384 0.000
H 2.145 0.127 -4.564 0.055 0.227 0.201 0.001
H 1.744 1.845 -4.505 0.174 -0.397 0.273 -0.001
C 4.571 0.359 -3.078 -0.089 -0.055 -0.147 0.002
H 4.171 1.449 -4.928 -0.144 0.047 0.425 0.000
H 3.877 2.371 -3.425 0.008 -0.154 -0.194 0.000
C 3.930 0.062 -1.715 0.012 0.198 -0.032 -0.007
H 4.652 -0.573 -3.653 -0.046 0.048 0.065 0.000
H 5.595 0.725 -2.934 -0.170 -0.087 -0.034 0.000
C 2.443 -0.290 -1.824 0.311 -0.190 0.396 0.054
H 4.464 -0.757 -1.213 -0.068 0.217 -0.107 -0.001
H 4.006 0.953 -1.077 0.072 -0.099 -0.036 0.002
H 2.333 -1.230 -2.378 -0.044 -0.029 0.326 0.014
H 2.036 -0.433 -0.774 0.272 -0.106 -1.390 -0.058
C -0.730 -0.448 -3.817 0.022 0.529 0.230 0.014
C -2.358 2.287 -2.793 0.041 -0.065 -0.151 0.019
H -0.612 2.642 -1.505 -0.366 0.208 -0.310 0.004
C -2.983 3.693 -2.792 0.200 -0.232 0.268 0.002
H -2.517 1.820 -3.778 -0.124 0.111 0.182 0.003
H -2.854 1.643 -2.046 0.186 0.254 -0.263 -0.016
C -2.248 4.687 -3.696 0.021 -0.036 -0.207 0.001
H -4.034 3.604 -3.102 0.232 0.149 0.157 0.000
H -2.965 4.065 -1.758 -0.077 -0.020 -0.147 -0.001
C -0.720 4.679 -3.534 -0.146 -0.106 0.363 0.001
H -2.499 4.480 -4.742 0.032 -0.095 0.001 0.000
H -2.622 5.696 -3.493 0.027 -0.079 -0.066 0.000
C -0.111 3.273 -3.517 -0.173 -0.408 -0.137 0.007
H -0.256 5.249 -4.352 -0.106 -0.020 0.345 0.000
H -0.466 5.160 -2.578 0.017 0.039 -0.214 0.000
H -0.200 2.834 -4.523 0.162 0.198 0.082 -0.002
H 0.961 3.345 -3.264 -0.473 -0.044 -0.109 0.003
C 0.049 -1.760 -3.760 0.047 -0.382 -0.012 -0.010
H -1.782 -0.670 -3.563 0.217 0.046 0.003 -0.008
C -0.625 -2.813 -4.642 -0.075 0.146 0.021 0.002
H 1.085 -1.607 -4.099 -0.285 0.021 0.000 0.000
H 0.106 -2.108 -2.721 0.007 -0.055 -0.277 0.006
C -0.836 -2.295 -6.074 0.158 0.076 -0.057 0.001
H -0.009 -3.723 -4.649 -0.220 0.131 -0.075 0.001
H -1.595 -3.080 -4.193 0.175 0.045 -0.091 0.012
C -1.453 -0.882 -6.152 -0.003 -0.174 0.118 0.002
H 0.140 -2.278 -6.581 -0.166 -0.021 0.029 0.000
H -1.478 -2.998 -6.616 0.168 0.100 -0.042 0.000
C -0.740 0.128 -5.243 0.062 -0.006 0.069 0.001
H -1.441 -0.521 -7.190 -0.064 -0.151 0.218 0.000
H -2.504 -0.941 -5.831 0.153 0.060 -0.131 0.000
H 0.285 0.318 -5.597 -0.275 -0.148 0.073 0.000
H -1.263 1.091 -5.276 0.080 -0.224 -0.026 0.000
C -0.006 -2.429 -0.126 3.018 0.427 0.164 0.502
C -1.347 -2.671 -0.552 -1.871 -1.271 -1.462 0.909
H 0.791 -2.055 -0.807 -0.951 -0.847 0.465 0.063
C -2.425 -2.714 0.478 -0.389 -0.417 0.793 -0.071
H -1.649 -2.949 -1.614 0.595 0.044 1.390 0.060
C -1.855 -2.712 1.939 -0.054 -0.100 -0.071 0.044
H -3.145 -1.878 0.360 0.096 -0.163 0.069 0.003
H -3.029 -3.653 0.359 0.352 0.669 0.004 0.043
C -0.632 -3.646 2.027 -0.201 -0.160 -0.148 -0.015
H -1.510 -1.717 2.228 -0.230 0.096 -0.165 -0.004
H -2.644 -3.004 2.679 0.581 0.156 -0.669 -0.004
C 0.516 -3.190 1.060 -0.553 -0.822 0.540 0.046
H -0.297 -3.771 3.087 -0.087 0.171 -0.850 -0.001
H -0.972 -4.633 1.682 0.115 0.019 0.193 -0.011
H 1.233 -2.596 1.646 0.174 -0.081 -0.180 -0.012
H 1.037 -4.110 0.707 0.054 0.358 0.282 0.038
C 0.602 -0.204 2.941 -0.032 0.969 0.940 0.416
H -0.439 0.182 2.705 1.435 -0.362 0.393 -0.018
H 1.252 0.526 3.546 -1.179 -0.909 -0.712 0.026
H 0.584 -1.196 3.419 -0.032 0.377 -0.229 0.001
```
Forces are in eV/Å.

Summary:
**Molecular weight**: 533.5 g mol⁻¹
**2S+1**: 5
**Total charge**: 0
**HOMO-LUMO gap (spin up / spin down)**: 5.2392 / 5.2019 eV
**HOMO level (spin up / spin down)**: -0.1776 / -0.2621 Eh
**Energy above the lowest of the compared OMol25 structures with the same formula, charge and spin**: 173.9 kJ/mol
**E**: -53025.210 eV

3.
The following is a DFT calculation (ωB97M-V/def2-TZVPD) of the molecule C7H8N2.

```
17
Properties=species:S:1:pos:R:3:forces:R:3:mulliken_spin:R:1
C 1.899 1.043 -0.242 -0.803 0.710 0.820 0.050
C 2.987 0.275 -0.095 1.648 1.330 -0.852 0.027
C 0.743 0.286 0.076 2.136 -2.543 -0.284 0.029
C 1.332 -1.012 0.278 -1.940 1.148 -0.076 0.963
C -0.678 0.623 0.066 0.370 -1.372 0.145 0.020
C -1.481 -0.541 0.243 0.262 -0.261 -0.727 0.546
C -2.931 -0.697 -0.036 -0.755 0.166 0.606 -0.010
N -0.986 1.830 -0.161 -1.876 2.217 -0.307 0.291
N 2.657 -0.995 0.111 0.123 -1.721 0.632 -0.040
H 1.983 2.079 -0.420 -0.336 0.966 -0.071 0.009
H 3.997 0.585 -0.025 0.805 0.181 -0.316 0.004
H -0.851 -1.452 0.406 -1.067 0.671 0.009 0.052
H -3.455 -0.563 0.942 -0.019 -0.295 -0.571 0.059
H -3.038 -1.728 -0.354 -0.508 -0.215 0.064 0.008
H -3.513 -0.065 -0.769 1.286 -0.230 0.630 0.013
H -2.019 2.066 -0.180 1.439 -0.860 0.088 -0.008
H 3.353 -1.734 0.160 -0.766 0.107 0.211 -0.013
```
Forces are in eV/Å.

Summary:
**Molecular weight**: 120.2 g mol⁻¹
**2S+1**: 3
**Total charge**: 0
**HOMO-LUMO gap (spin up / spin down)**: 8.8590 / 6.8909 eV
**HOMO level (spin up / spin down)**: -0.2929 / -0.2932 Eh
**Energy above the lowest of the compared OMol25 structures with the same formula, charge and spin**: 0.0 kJ/mol
**E**: -10363.729 eV

4.
The following is a DFT calculation (ωB97M-V/def2-TZVPD) of the molecule C4H7N5.

```
16
Properties=species:S:1:pos:R:3:forces:R:3:lowdin_charge:R:1
H 1.307 2.475 0.719 -0.564 -0.832 0.369 0.053
N 1.429 1.456 0.836 -0.165 -0.626 -0.755 0.081
C 0.625 0.747 0.131 -3.626 2.237 -3.315 -0.432
C -0.777 1.358 -0.672 3.900 -2.927 4.966 -0.015
N -1.837 0.745 -0.426 -2.507 1.512 -0.914 -0.032
N -1.772 -0.534 0.036 -4.819 -3.362 1.971 -0.123
C -2.918 -1.007 0.561 0.405 -0.468 -2.880 0.019
N 0.596 -0.467 -0.425 2.352 -5.116 -0.623 -0.066
N 1.672 -1.421 -0.151 1.309 1.884 0.487 -0.029
C 2.800 -0.800 -0.042 2.083 -1.290 -0.955 -0.100
H -0.535 2.352 -0.735 -0.904 2.756 -1.456 0.064
H -3.891 -0.432 0.526 1.410 0.074 0.397 0.068
H -3.223 -2.189 0.641 1.965 2.938 0.318 0.118
H -0.247 -1.135 -0.824 2.467 3.469 1.982 0.195
H 3.851 -1.455 0.169 -3.277 1.769 -0.501 0.121
H 2.920 0.308 -0.343 -0.028 -2.019 0.911 0.078
```
Forces are in eV/Å.

Summary:
**Molecular weight**: 125.1 g mol⁻¹
**2S+1**: 1
**Total charge**: 0
**HOMO-LUMO gap**: 7.6774 eV
**HOMO level**: -0.3014 Eh
**Energy above the lowest of the compared OMol25 structures with the same formula, charge and spin**: 875.8 kJ/mol
**E**: -11704.401 eV